Arrangement one

{"formula": "C4H24BO20", "method": "the ωB97M-V functional and the def2-TZVPD basis", "species": ["O", "O", "O", "O", "O", "O", "O", "O", "O", "O", "O", "O", "O", "O", "O", "O", "O", "O", "O", "O", "C", "C", "C", "C", "B", "H", "H", "H", "H", "H", "H", "H", "H", "H", "H", "H", "H", "H", "H", "H", "H", "H", "H", "H", "H", "H", "H", "H", "H"], "coordinates": [[1.28556, 0.25568, -0.18761], [-3.53297, -4.01500, -1.85790], [-1.45916, -3.18186, 2.76756], [-1.10723, 0.51614, -0.96553], [-4.31042, 0.34607, -3.94555], [-1.55720, -5.49261, 1.21585], [2.92021, 1.62139, 0.50359], [0.26117, 2.75793, 4.83357], [-0.39583, -5.43939, -1.71276], [5.14395, 3.34445, 0.84863], [-0.33870, 1.18086, 1.18485], [-1.46421, 2.82777, -2.40768], [-1.12039, 0.46443, -4.05579], [0.81740, 5.33928, 1.04530], [4.29210, -0.19641, -1.70625], [-2.56232, -0.74487, -2.01445], [-0.46296, -1.14065, 0.58176], [0.81067, 2.87120, 1.99940], [3.38333, 2.87637, 3.56538], [-1.79656, -2.77157, -0.01095], [-1.41506, -1.57413, -0.10492], [0.65845, 1.82786, 1.30664], [-1.87511, -0.45083, -1.07803], [1.75759, 1.26055, 0.53005], [-0.20344, 0.22351, 0.16349], [-3.53437, 0.06796, -3.28921], [-0.37277, -5.11283, -0.80514], [0.85112, 4.56163, 1.30071], [-2.92882, -3.85198, -1.15038], [-1.06755, 2.00517, -2.41325], [-0.00928, -6.11207, -2.04354], [0.99763, 2.50444, 5.38746], [3.56696, 3.43599, 4.30035], [0.81769, 5.22796, 0.10495], [-4.94333, -0.45061, -3.99849], [-0.67013, -2.75406, 3.15401], [-2.18977, -5.66980, 0.63416], [3.63690, 0.45584, -1.53738], [-1.39732, 0.01583, -3.28107], [-2.08750, 2.94925, -1.74935], [4.52883, 2.64747, 0.74750], [-3.29987, -3.55839, -2.64689], [-1.41490, -2.61595, 2.03804], [2.99699, 3.40768, 3.01939], [4.33422, -0.78989, -0.95523], [-1.77341, -4.74431, 1.78147], [-0.25697, 0.13885, -4.39499], [0.67959, 2.72040, 4.02757], [5.80719, 2.81525, 1.27065]], "charge": -1, "spin_multiplicity": 1, "gap_ev": 10.0320}

***

Arrangement two

{"formula": "C4H24BO20", "method": "the ωB97M-V functional and the def2-TZVPD basis", "species": ["O", "O", "O", "O", "O", "O", "O", "O", "O", "O", "O", "O", "O", "O", "O", "O", "O", "O", "O", "O", "C", "C", "C", "C", "B", "H", "H", "H", "H", "H", "H", "H", "H", "H", "H", "H", "H", "H", "H", "H", "H", "H", "H", "H", "H", "H", "H", "H", "H"], "coordinates": [[4.29328, 3.61088, -0.37298], [-3.99688, -1.84422, 3.13807], [2.79147, 0.77463, -3.36338], [-3.11372, -4.37281, -1.08095], [1.99823, -2.34249, -1.34799], [3.09405, 0.52777, -0.35894], [4.67972, -0.83422, -2.43532], [-1.42903, -2.50969, 3.26603], [-2.34657, 0.68914, -0.16459], [-0.22791, 1.91655, -1.23804], [1.95690, -0.79067, 0.87418], [0.51444, 0.85084, 1.68492], [-1.93968, -2.53253, 0.60575], [0.61863, 4.97337, -0.29515], [-1.08433, 3.05088, 2.49399], [-4.73788, -1.98686, 0.23596], [-2.25077, -1.36677, -1.88042], [1.72375, 2.59948, 1.03024], [0.43064, -1.47396, 2.65413], [-0.35169, -1.09441, 0.55100], [1.52464, 1.38691, 1.23156], [2.38030, 0.35874, 0.62872], [-0.95248, -2.01591, 1.10737], [-0.57882, -2.15570, 2.42824], [0.64066, -0.64168, 1.47417], [4.95490, -0.28439, -1.70918], [2.17332, -1.67293, -0.72805], [-1.91100, -1.95163, -1.19019], [-0.78328, 2.68775, -1.40529], [-5.15885, -1.15305, 0.39863], [-3.66488, -3.91302, -1.68055], [-0.34918, 2.62396, 2.09459], [0.73815, 2.18823, -1.27892], [-1.66822, 2.36658, 2.61018], [-4.45407, -2.65999, 3.10043], [4.73801, -1.71594, -2.15645], [2.75169, -2.57243, -1.84735], [1.14720, 4.39866, 0.24065], [-2.40513, -0.52078, -1.46379], [-3.94127, -1.88381, 0.73101], [-1.51261, 1.01080, -0.32642], [4.93461, 3.24468, -0.96961], [-2.98773, 1.35592, -0.35703], [-3.03699, -2.05949, 3.14918], [0.01279, 5.38631, 0.25358], [3.39340, 0.13721, -3.01787], [-3.02530, -3.77093, -0.30036], [2.97853, 0.67565, -4.30760], [3.43898, 3.30539, -0.70617]], "charge": -1, "spin_multiplicity": 1, "gap_ev": 8.9847}

***

Last place for stability: arrangement one

***

Arrangement one

{"formula": "C22H34NOP3Tb", "method": "the ωB97M-V functional and the def2-TZVPD basis", "species": ["Tb", "P", "P", "P", "O", "N", "C", "C", "C", "C", "C", "C", "C", "C", "C", "C", "C", "C", "C", "C", "C", "C", "C", "C", "C", "C", "C", "C", "H", "H", "H", "H", "H", "H", "H", "H", "H", "H", "H", "H", "H", "H", "H", "H", "H", "H", "H", "H", "H", "H", "H", "H", "H", "H", "H", "H", "H", "H", "H", "H", "H", "H"], "coordinates": [[0.39616, 0.03463, 1.24254], [-1.12134, -0.57175, 3.98506], [-1.85256, 1.03884, -0.05244], [0.46667, -2.26659, -0.02219], [-0.86400, -1.03083, 2.52807], [0.62195, 0.21059, -2.50055], [1.48610, 2.37314, -3.21078], [-1.01368, -3.15243, 0.30367], [4.36422, -1.54631, -2.83522], [-0.86579, 2.06231, -2.45923], [0.39787, 1.54264, -2.74102], [1.77805, -3.08648, 0.85223], [1.86105, -0.35913, -2.64143], [-2.07549, 2.69832, 0.57492], [-2.14727, -1.84104, 4.70176], [4.23373, -0.19462, -3.18309], [-0.10135, 4.23563, -3.19718], [0.51899, -0.48552, 4.74085], [-1.90144, 1.07532, 3.97383], [0.79500, -2.46952, -1.73028], [-1.93418, 1.15338, -1.81558], [2.97250, 0.45075, -3.09014], [2.01449, -1.70095, -2.28492], [-1.09513, 3.42100, -2.70808], [3.28548, -2.27794, -2.39225], [2.74584, 1.79667, -3.37698], [-3.23846, 0.10196, 0.46473], [1.18706, 3.74148, -3.44317], [-1.64901, -2.83609, 4.64844], [3.40025, -3.32494, -2.10871], [-2.14918, 2.70970, 1.66915], [0.92912, -3.52501, -1.81757], [-3.11688, -1.94852, 4.17374], [-1.31396, -3.14217, 1.35597], [-1.25028, 1.84849, 3.50116], [-1.24929, 3.35638, 0.28895], [-2.08792, 3.82250, -2.49021], [-1.85165, -2.76290, -0.28517], [-3.00715, 3.05146, 0.13254], [-3.30842, -0.01930, 1.55127], [5.10042, 0.38689, -3.52664], [-1.81903, 0.13714, -2.23602], [0.45479, -0.19581, 5.78135], [-2.91834, 1.53193, -1.97977], [-0.30205, 5.29236, -3.39058], [1.98465, 4.40069, -3.81290], [-4.11575, 0.64516, 0.11077], [1.02744, -1.47297, 4.68127], [2.75567, -2.63593, 0.65172], [-2.36011, -1.63689, 5.75204], [5.34828, -2.01431, -2.91630], [-0.80735, -4.17654, -0.00211], [1.18256, 0.24420, 4.21514], [-3.23568, -0.90351, 0.02086], [1.26981, 0.90870, -0.28730], [1.63233, -3.10041, 1.94180], [-2.88370, 1.09777, 3.43447], [1.77045, -4.11461, 0.47629], [-2.09408, 1.41195, 4.99238], [3.57027, 2.41165, -3.74259], [0.27547, 1.72926, 1.81570], [-0.09616, -2.12988, -2.28227]], "charge": 1, "s_squared": 12.735, "spin_multiplicity": 7, "gap_ev": [6.6667, 6.4477]}

***

Arrangement two

{"formula": "C22H34NOP3Tb", "method": "the ωB97M-V functional and the def2-TZVPD basis", "species": ["Tb", "P", "P", "P", "O", "N", "C", "C", "C", "C", "C", "C", "C", "C", "C", "C", "C", "C", "C", "C", "C", "C", "C", "C", "C", "C", "C", "C", "H", "H", "H", "H", "H", "H", "H", "H", "H", "H", "H", "H", "H", "H", "H", "H", "H", "H", "H", "H", "H", "H", "H", "H", "H", "H", "H", "H", "H", "H", "H", "H", "H", "H"], "coordinates": [[0.61983, -0.07012, 0.34237], [3.35479, 1.40722, 1.91691], [0.73024, 1.64092, -1.80212], [-1.36758, 0.79763, 2.09479], [2.06302, 0.56584, 1.85463], [-1.16107, -1.19309, -0.62898], [-2.91097, 0.02739, 1.43103], [-1.47489, -3.93620, -1.41444], [-0.81202, 0.98666, -2.62644], [-3.50779, -2.35932, 2.00583], [1.96333, 1.44496, -3.13802], [-0.79156, -0.49790, -2.97205], [4.56212, 0.53926, 2.90342], [0.45675, 3.43912, -1.82437], [3.02508, 2.99999, 2.66257], [-1.87266, 2.52375, 2.39588], [-0.72835, -3.22647, -3.69211], [-0.58002, -0.89564, -4.29276], [3.99832, 1.68237, 0.26068], [-2.06922, -3.39112, -0.14851], [-1.31970, 0.13079, 3.79000], [-1.05016, -2.86697, -2.38303], [-1.99968, -2.01356, 0.12973], [-0.50418, -2.24623, -4.65119], [-3.43806, -3.74373, 1.81189], [-2.71595, -4.25377, 0.73801], [-0.99244, -1.51758, -1.97984], [-2.80169, -1.47395, 1.19434], [-1.66189, 1.24629, -1.97050], [3.46071, 2.50849, -0.22828], [-2.52122, 2.59703, 3.28023], [4.18233, 0.43065, 3.92866], [-0.67508, -4.64882, -1.21439], [4.73058, -0.46007, 2.47898], [-0.46141, -0.12927, -5.06034], [2.96732, 1.56877, -2.71010], [1.96052, -0.86887, -0.81090], [5.05983, 1.95199, 0.33926], [3.89450, 0.78012, -0.35714], [-0.96010, 3.11225, 2.57046], [-1.52944, -0.94506, 3.79471], [1.80059, 2.20085, -3.91999], [1.24975, 3.91877, -1.23475], [-0.90098, 1.56729, -3.55446], [-3.96877, -4.41218, 2.48657], [-0.30599, 0.28973, 4.18218], [2.49478, 3.64930, 1.95620], [-4.12889, -1.95615, 2.80718], [-0.29211, -2.52797, -5.68318], [-2.04341, 0.65381, 4.42946], [-0.66712, -4.28603, -3.94787], [-0.50723, 3.68677, -1.36322], [3.97595, 3.47417, 2.93806], [-2.24020, -4.55747, -1.91496], [2.41024, 2.88027, 3.56262], [5.51152, 1.09663, 2.92123], [0.48806, 3.82517, -2.85281], [-2.66004, -5.33027, 0.56337], [1.90021, 0.44024, -3.57082], [-3.14736, 0.57236, 0.49887], [-2.38631, 2.93060, 1.51547], [-3.70482, 0.24035, 2.16195]], "charge": 1, "s_squared": 12.702, "spin_multiplicity": 7, "gap_ev": [6.2506, 6.4624]}

***

Last place for stability: arrangement one

***

Arrangement one

{"formula": "C2H3NOS2", "method": "the ωB97M-V functional and the def2-TZVPD basis", "species": ["S", "S", "O", "N", "C", "C", "H", "H", "H"], "coordinates": [[1.80502, 1.01858, 0.20137], [1.55291, -1.11669, 0.06536], [3.15922, 1.36702, -0.17242], [0.07325, -1.54085, -0.12735], [-1.10282, -0.79079, -0.13375], [-1.16824, 0.54198, 0.09321], [-1.83472, -1.56712, -0.12128], [-0.38638, 1.20837, -0.06959], [-2.09824, 0.87951, 0.26446]], "charge": 0, "s_squared": 2.035, "spin_multiplicity": 3, "gap_ev": [8.3794, 7.3390]}

***

Arrangement two

{"formula": "C2H3NOS2", "method": "the ωB97M-V functional and the def2-TZVPD basis", "species": ["S", "S", "O", "N", "C", "C", "H", "H", "H"], "coordinates": [[1.03242, 1.36485, -0.28989], [-1.82527, 0.72053, 0.64147], [0.05119, -0.98385, -0.13244], [1.78364, 0.25951, 0.65846], [-0.34473, 0.24835, -0.61595], [1.15573, -0.86707, 0.60929], [-2.61066, 0.87845, -0.35262], [-0.85051, 0.10246, -1.65677], [1.60820, -1.72323, 1.13845]], "charge": 0, "s_squared": 2.010, "spin_multiplicity": 3, "gap_ev": [5.5449, 7.4311]}

***

Last place for stability: arrangement two

***

Arrangement one

{"formula": "C5H10O4", "method": "the ωB97M-V functional and the def2-TZVPD basis", "species": ["O", "O", "O", "O", "C", "C", "C", "C", "C", "H", "H", "H", "H", "H", "H", "H", "H", "H", "H"], "coordinates": [[-0.78724, -0.09980, 1.74171], [-1.52426, -1.78753, -0.22466], [-2.84032, 0.08786, -0.63018], [3.27201, 0.90546, 1.20116], [2.21645, 0.45655, 1.51847], [1.32606, 0.75036, -1.27130], [0.72834, -0.01576, -0.13747], [-0.20839, 0.52978, 0.71002], [-1.61018, -0.51823, -0.85588], [2.06365, -0.03960, 2.52270], [-0.89670, -1.04190, 1.49696], [0.98397, 1.78536, -1.28316], [-2.34184, -2.28977, -0.37662], [0.86623, -1.09068, -0.11420], [2.41453, 0.75939, -1.17884], [1.06678, 0.28805, -2.22454], [-1.45732, -0.58309, -1.93408], [-2.90662, 0.30072, 0.31117], [-0.36516, 1.60285, 0.72873]], "charge": 0, "spin_multiplicity": 1, "gap_ev": [6.7398, 6.7377]}

***

Arrangement two

{"formula": "C5H10O4", "method": "the ωB97M-V functional and the def2-TZVPD basis", "species": ["O", "O", "O", "O", "C", "C", "C", "C", "C", "H", "H", "H", "H", "H", "H", "H", "H", "H", "H"], "coordinates": [[-1.29453, -1.33302, 0.34512], [0.27000, -1.01469, -1.42681], [0.79628, -2.22227, -0.87756], [1.28874, 1.25241, -1.68322], [-0.96131, -0.50004, -0.45055], [1.26066, 0.40915, -0.85158], [-1.76393, 0.41488, -1.31492], [0.25498, 0.85613, 0.80360], [0.85669, 0.10602, 1.97395], [0.70751, 1.83805, 0.65556], [2.05482, -0.14427, -0.34211], [0.73776, 0.67033, 2.90224], [0.37643, -0.86336, 2.11405], [1.93059, -0.05680, 1.84617], [-1.14340, 1.19771, -1.74494], [-2.56018, 0.84780, -0.71106], [-0.78542, 1.10262, 1.02717], [-2.18753, -0.17775, -2.12661], [0.16182, -2.38289, -0.13848]], "charge": 0, "spin_multiplicity": 1, "gap_ev": 9.4986}

***

Last place for stability: arrangement two

***

Arrangement one

{"formula": "C3H10NOPS", "method": "the ωB97M-V functional and the def2-TZVPD basis", "species": ["S", "P", "O", "N", "C", "C", "C", "H", "H", "H", "H", "H", "H", "H", "H", "H", "H"], "coordinates": [[1.30457, -1.07218, -0.00034], [-0.43461, -0.04809, -0.79449], [2.93131, 0.92541, -1.07540], [-0.74670, 1.12889, 0.42236], [2.47883, -0.40098, -1.23669], [-1.57352, -1.45155, -0.29759], [-1.62750, 1.05850, 1.56405], [-1.18293, 0.16883, 2.18167], [-1.44733, 1.98031, 2.24430], [-1.74087, -1.08487, 0.75800], [-2.63557, 1.00269, 1.21752], [3.23685, -1.17900, -1.15275], [-0.73469, 2.10527, 0.10685], [1.87966, -0.48064, -2.10502], [-2.41670, -1.23960, -0.94176], [3.63086, 0.93274, -0.43094], [-0.92167, -2.34574, -0.45976]], "charge": 0, "spin_multiplicity": 1, "gap_ev": 9.2453, "smiles": "CNP(C)SCO"}

***

Arrangement two

{"formula": "C3H10NOPS", "method": "the ωB97M-V functional and the def2-TZVPD basis", "species": ["S", "P", "O", "N", "C", "C", "C", "H", "H", "H", "H", "H", "H", "H", "H", "H", "H"], "coordinates": [[3.71242, -1.33376, 1.55302], [0.90990, 0.09133, 0.21794], [-0.34397, -0.87818, 0.51419], [1.79839, -0.88042, -0.94749], [-1.26764, 1.83633, -0.38752], [-0.79140, -1.47066, 1.73298], [-0.10736, 1.00738, -1.00537], [-1.63772, 1.19410, 0.45535], [0.03190, -1.90854, 2.43101], [1.82872, -0.45739, -1.94248], [0.53744, 1.63935, -1.75363], [-0.87036, 2.83089, -0.10727], [-1.39511, -0.67233, 2.19873], [-0.63483, 0.30067, -1.64076], [2.68486, -1.10395, -0.60124], [-2.01442, 1.99758, -1.06366], [-1.43247, -2.33293, 1.47072]], "charge": 0, "spin_multiplicity": 1, "gap_ev": [6.0439, 6.1589]}

***

Last place for stability: arrangement two

***

Arrangement one

{"formula": "C2H2N2OS", "method": "the ωB97M-V functional and the def2-TZVPD basis", "species": ["S", "O", "N", "N", "C", "C", "H", "H"], "coordinates": [[-2.34351, -0.36382, -0.00562], [0.11403, -1.36680, 0.00647], [1.45019, -0.96662, -0.02167], [0.14776, 0.85978, -0.01033], [1.40665, 0.29193, 0.00198], [-0.60490, -0.22928, 0.00797], [-2.51993, 0.98761, -0.01006], [2.34971, 0.78719, 0.03125]], "charge": 0, "spin_multiplicity": 1, "gap_ev": 10.4286, "smiles": "Sc1ncno1"}

***

Arrangement two

{"formula": "C2H2N2OS", "method": "the ωB97M-V functional and the def2-TZVPD basis", "species": ["S", "O", "N", "N", "C", "C", "H", "H"], "coordinates": [[0.56880, 1.47487, -0.00749], [1.89112, -1.20453, -0.00175], [0.51432, -1.11307, -0.02270], [-2.76179, -0.44322, -0.00474], [-1.64439, -0.13395, 0.01439], [-0.17794, 0.01913, 0.02251], [2.27483, -0.32027, 0.11065], [0.16171, -2.05845, -0.00618]], "charge": 0, "spin_multiplicity": 1, "gap_ev": 9.0293, "smiles": "N#CC(=S)NO"}

***

Last place for stability: arrangement two